Record 1
This record from OMol25 describes a 2-piece molecular cluster, C3H8ClP overall. The level of theory is ωB97M-V with the def2-TZVPD basis set.

Results
- energy above the lowest of the compared OMol25 structures with the same formula, charge and spin (kcal per mole) = 79.62
- HOMO-LUMO gap (spin up / spin down) (Eh) = 0.311 / 0.301

```
! RIJCOSX wB97M-V def2-TZVPD def2/J DEFGRID3
* xyz 0 1
C 3.09 0.15 0.58
C -0.72 1.03 -1.23
C -1.40 -0.47 1.05
P 0.10 0.00 0.07
Cl 0.31 -1.71 -0.98
H 3.04 -0.50 1.46
H 3.28 -0.52 -0.28
H -1.55 0.48 -1.68
H -1.09 1.94 -0.76
H 0.01 1.29 -1.99
H -1.14 -1.28 1.74
H -1.73 0.39 1.63
H -2.20 -0.80 0.39
*
```

---

Record 2
This record from OMol25 describes a 2-piece molecular cluster, C2HP overall. The level of theory is ωB97M-V with the def2-TZVPD basis set.

Results
- energy above the lowest of the compared OMol25 structures with the same formula, charge and spin (kcal per mole) = 62.87
- HOMO-LUMO gap (spin up / spin down) (Eh) = 0.254 / 0.254

```
! RIJCOSX wB97M-V def2-TZVPD def2/J DEFGRID3
* xyz 0 1
C -0.80 -0.29 -0.30
C -1.49 -1.29 0.16
P 0.08 1.02 0.12
H 2.21 0.57 0.02
*
```